[1]
191
Properties=species:S:1:pos:R:3:forces:R:3 method="wB97M-V/def2-TZVPD" homo_lumo_gap_ev=9.68 charge=0 spin_multiplicity=1 homo_energy_ev=-10.24
C 0.240270 19.761207 17.679713 0.28 0.13 -0.22
Br -0.835005 18.157006 17.957018 0.34 0.51 -0.78
Br -0.191925 20.692184 15.920003 0.39 -0.84 1.77
Br 2.159679 19.452753 17.915569 -0.55 -0.15 -0.46
H 0.071279 20.381905 18.559638 -0.57 0.30 -0.72
C -3.815184 16.285581 27.150471 1.63 -0.85 -0.96
C -3.668456 17.156742 25.872193 -1.56 1.89 2.96
O -3.249554 16.641855 24.670313 0.70 -1.53 -1.87
P -1.710078 16.419493 24.301108 1.46 1.41 -0.31
O -0.819029 17.521919 24.807529 -1.21 -1.76 -0.28
O -1.481487 14.924192 24.844836 1.05 1.09 -0.15
C -0.178872 14.225662 24.751415 -0.76 -2.26 -2.64
C -0.117729 13.063240 25.738172 0.07 2.24 1.25
O -1.596817 16.343413 22.663766 -0.95 -0.79 2.57
C -1.662348 17.465160 21.790806 -0.25 1.15 -0.22
C -0.283254 17.822886 21.292568 -0.60 -0.58 -0.13
H -2.876550 15.792091 27.402554 0.40 0.22 0.08
H -4.062878 16.897123 28.018082 -0.35 0.05 -0.24
H -4.457178 15.413843 27.023858 -0.62 0.41 -0.09
H -4.660692 17.599726 25.786633 -0.20 -0.41 -0.86
H -3.117759 18.073532 26.082729 0.71 -0.19 0.29
H -0.254795 13.690084 23.805104 0.07 0.57 -0.55
H 0.735932 14.812695 24.670152 -0.43 0.62 0.65
H 0.003796 13.699506 26.614814 -0.28 -0.95 1.18
H -1.033124 12.472055 25.763455 0.10 0.16 -0.06
H 0.778903 12.446022 25.681688 -0.10 0.15 -0.46
H -2.350707 17.166659 21.000135 0.40 -0.26 -0.37
H -2.128180 18.392504 22.124153 -0.24 -0.24 1.22
H 0.380759 18.273449 22.030246 -0.22 -0.33 0.20
H 0.063946 16.842742 20.965654 0.86 0.38 -0.47
H -0.435382 18.531441 20.478379 0.39 -0.25 0.01
C -4.810784 9.435208 30.941370 -0.10 -0.16 0.43
C -3.773297 10.162969 29.993327 -3.15 -1.25 1.75
O -2.505437 9.815251 30.512486 1.72 0.84 0.08
P -1.415765 10.959721 30.789648 -0.09 2.70 0.79
O -1.986460 12.321078 31.230491 1.50 -3.50 -1.10
O -0.376064 10.272223 31.818478 -2.18 -0.82 -2.50
C 0.342652 11.052546 32.735327 -0.20 1.03 0.63
C 1.843593 10.904001 32.446885 -0.61 -0.24 0.10
O -0.484126 11.060081 29.483238 -1.29 -0.34 -0.82
C -0.183006 9.827958 28.724670 1.43 -1.12 2.34
C -0.970975 9.521046 27.517725 -0.18 1.42 -1.15
H -5.862740 9.695048 30.823184 0.14 0.23 -0.73
H -4.754990 8.347128 30.974236 0.23 -0.17 -0.89
H -4.712533 9.602967 32.013892 0.77 0.89 0.01
H -3.945666 9.773625 28.989929 0.54 0.08 -0.09
H -4.057566 11.214346 30.036805 0.79 0.17 -0.07
H -0.019345 12.078135 32.662995 0.23 0.17 0.10
H -0.111036 10.613037 33.623640 1.26 0.51 0.96
H 1.957511 10.871323 31.363349 -0.15 -0.58 -0.10
H 2.527706 11.720709 32.677296 -0.43 0.11 0.83
H 2.129898 9.975553 32.940958 0.55 0.06 -0.38
H 0.897092 9.882053 28.588462 -0.16 0.08 -0.46
H -0.314493 8.989604 29.408750 0.07 -0.01 0.33
H -2.007234 9.320114 27.789576 -0.02 0.22 -0.41
H -0.810549 10.388095 26.876941 -0.95 0.30 -0.25
H -0.588780 8.741679 26.858477 0.25 -0.48 0.73
C -5.505743 25.595990 27.435970 -1.13 -3.02 1.78
C -4.634429 24.436822 28.201266 0.93 2.31 -1.32
O -3.676034 23.990183 27.221523 0.39 -2.46 -1.08
P -3.934863 22.683744 26.235299 -2.02 3.19 -1.28
O -5.039951 22.958277 25.257601 1.20 -0.86 1.85
O -2.520327 22.475221 25.546872 -0.82 -0.66 1.24
C -2.324583 23.212829 24.361132 -0.07 0.73 -1.31
C -3.010127 22.626474 23.107904 0.51 0.67 -0.14
O -4.124467 21.429382 27.166839 -1.91 1.16 -0.35
C -2.922616 21.002087 27.660498 2.81 -2.20 2.68
C -2.968801 20.283559 29.022153 -1.83 -1.14 0.27
H -5.008589 26.199621 26.676645 0.37 -0.11 0.66
H -6.304749 25.033243 26.953263 0.24 -0.16 -0.71
H -6.143795 26.094345 28.165782 0.67 0.82 0.16
H -3.972280 24.852541 28.960762 -0.16 0.55 0.01
H -5.057622 23.593292 28.746656 -1.04 0.05 -0.66
H -2.702293 24.225774 24.500347 -0.24 0.09 0.05
H -1.244640 23.353021 24.314728 -0.04 -0.40 -0.54
H -4.096109 22.574225 23.185367 0.20 -0.24 0.47
H -2.860935 23.371109 22.326000 0.25 0.07 -0.19
H -2.596051 21.694688 22.722655 0.06 -0.10 0.36
H -2.609664 20.227487 26.960380 1.00 0.50 -0.11
H -2.216527 21.800996 27.886942 0.11 0.21 -1.03
H -2.078394 20.217464 29.647373 0.39 0.40 -0.66
H -3.757519 20.605084 29.702342 -0.08 0.72 -0.11
H -3.289250 19.257006 28.844365 0.19 -0.32 -0.02
C 2.841523 11.946849 28.246089 0.05 0.40 -1.90
C 4.080280 12.176755 27.325393 -1.51 0.32 1.70
O 5.118755 11.275170 27.597063 1.86 -4.24 0.89
P 4.957199 9.663046 27.992123 -1.65 -0.68 -0.79
O 3.850846 8.891189 27.297823 2.06 1.70 1.13
O 6.433037 9.000705 27.796527 -1.75 3.06 -2.01
C 6.801701 7.787825 28.368982 0.34 -0.37 1.25
C 8.032668 8.152649 29.216453 -0.69 -1.11 -0.15
O 4.745936 9.637178 29.615722 0.78 0.41 -1.51
C 3.996238 8.572718 30.198610 0.10 -0.82 1.53
C 4.482097 8.388379 31.664185 -0.24 0.26 -0.81
H 2.173614 11.222586 27.779769 0.33 -0.55 0.41
H 3.141211 11.710364 29.267041 -0.22 0.10 -0.12
H 2.237237 12.848925 28.150218 0.09 0.32 0.62
H 3.824028 12.174773 26.265939 0.05 0.02 0.19
H 4.503625 13.119158 27.672865 0.04 0.24 -0.62
H 5.890243 7.394496 28.819141 0.51 -0.23 0.95
H 7.078798 6.980064 27.691613 0.01 0.52 -0.83
H 8.256907 7.279463 29.829135 0.23 0.27 0.46
H 8.880525 8.296207 28.546654 -0.08 0.13 -0.04
H 7.853180 9.075529 29.767963 0.03 -0.31 0.24
H 2.943176 8.841077 30.114158 -0.05 -0.25 0.16
H 4.164533 7.583081 29.773883 -0.11 0.36 -0.83
H 4.260340 7.396191 32.057222 -0.72 0.08 -0.05
H 5.571667 8.359163 31.672825 0.08 0.64 -0.02
H 4.050484 9.179079 32.277864 0.46 -0.18 0.26
C -5.746839 14.856872 30.195573 0.17 -0.66 0.86
C -6.626974 14.025916 31.130729 -0.19 0.32 -0.70
O -7.512509 13.239862 30.269207 -1.24 -1.21 0.15
P -8.500737 12.084096 30.838524 -0.37 -0.62 0.81
O -7.958604 11.278915 31.951901 -0.20 0.52 -0.85
O -9.866064 12.858772 31.337596 1.84 -1.62 0.34
C -10.549610 13.450445 30.286952 -0.75 3.56 -0.30
C -11.531564 14.570075 30.781914 -0.89 -1.55 0.65
O -8.964247 11.220552 29.516707 0.16 2.03 1.00
C -9.532757 9.886047 29.570125 1.91 -0.67 0.06
C -8.294535 8.961409 29.532611 -0.29 -0.64 0.44
H -6.133091 15.789578 29.784509 -0.41 -0.28 0.06
H -4.904590 15.096079 30.844790 0.40 0.23 -0.39
H -5.433447 14.169765 29.409587 0.26 0.31 -0.12
H -5.978566 13.376511 31.718901 -0.26 -0.27 -0.10
H -7.198716 14.655524 31.812496 -0.25 -0.15 -0.04
H -9.883808 14.203578 29.865532 0.74 -0.89 -1.25
H -10.905109 12.684654 29.597549 -0.34 0.53 -0.11
H -12.425122 14.150756 31.244314 -0.26 -0.04 -0.13
H -11.103269 15.175305 31.580895 0.52 -0.08 -0.21
H -11.837569 15.235697 29.974813 0.12 -0.21 -0.12
H -10.189858 9.733155 30.426250 0.21 0.15 0.13
H -10.100918 9.692535 28.660270 -0.05 0.63 -0.03
H -7.552599 9.338623 28.828804 -0.26 0.09 -0.17
H -7.772721 8.844277 30.482398 -0.30 0.44 0.19
H -8.539041 7.936062 29.255163 -0.26 0.00 -0.26
C -3.294554 11.920876 15.171310 -0.33 0.55 0.98
C -2.681665 12.315717 16.546932 -1.25 -1.51 -0.75
O -3.273470 13.546545 17.010073 -0.76 0.39 0.83
P -4.687185 13.482146 17.838698 -0.54 0.69 -0.36
O -4.725581 12.405374 18.859700 -0.18 1.09 -1.16
O -4.875264 15.048222 18.449847 0.30 -2.89 -1.08
C -4.236975 15.272516 19.714500 -1.01 1.33 1.61
C -5.097688 15.032347 21.003387 -0.04 -1.73 -1.48
O -5.834803 13.413659 16.619476 2.29 1.15 1.99
C -5.766657 14.649088 15.824460 -2.58 -0.07 -0.78
C -6.213063 14.357927 14.402820 1.66 -0.18 -0.55
H -3.006427 12.795738 14.588464 0.02 -0.65 -1.00
H -3.043411 10.911397 14.845766 1.05 0.37 -0.29
H -4.379844 11.827247 15.132888 -0.15 0.53 0.61
H -2.857760 11.528699 17.280203 0.13 0.12 0.19
H -1.610973 12.412945 16.367233 -0.09 0.58 0.48
H -3.261156 14.788772 19.757874 -0.07 0.02 0.09
H -4.175754 16.354291 19.833236 0.89 0.16 -0.94
H -5.956647 15.691630 21.128446 0.53 0.58 -0.02
H -5.589120 14.066011 20.890290 0.20 -0.42 0.31
H -4.406305 15.002635 21.845528 -0.25 0.25 0.19
H -6.577985 15.296340 16.157468 0.65 0.40 0.99
H -4.781819 15.115676 15.802338 -0.15 -0.14 0.31
H -5.463414 13.629296 14.094205 -0.49 -0.35 -0.81
H -7.236938 14.083233 14.149225 0.08 -0.39 0.77
H -6.028988 15.252928 13.808517 0.16 0.16 0.01
C -0.783533 15.416294 30.825522 1.46 -0.19 0.80
Cl 0.988459 15.583644 31.248013 -0.53 0.29 0.18
Cl -0.797399 14.597305 29.309340 -0.54 -0.43 -0.54
Cl -1.583519 16.955849 30.750097 -0.20 0.52 -0.02
H -1.188318 14.859149 31.670414 -0.20 -0.27 -0.60
C -7.040653 20.128945 24.196305 -1.05 -0.41 0.25
Cl -5.760826 19.002697 23.892029 0.74 -0.26 -0.63
Cl -8.603733 19.248528 24.174534 -0.13 0.01 -0.22
Cl -7.112808 21.460217 23.011604 0.27 -0.49 0.96
H -6.950845 20.316079 25.266363 0.18 1.33 -0.51
C 1.626618 21.839255 24.000530 0.07 0.83 0.01
Cl 1.336690 23.467968 23.295625 0.47 -0.15 0.12
Cl 3.326642 21.345028 23.932833 -0.25 0.39 -0.05
Cl 0.627442 20.713930 23.140308 -0.40 -0.38 -0.10
H 1.322618 21.945681 25.041855 0.10 -0.41 -0.20
C -3.472576 11.957538 22.459163 -0.75 0.35 -0.16
Cl -1.760713 12.246861 21.990828 -0.80 -0.58 0.54
Cl -3.906284 12.555716 24.096441 0.60 -0.12 -0.54
Cl -4.104192 10.284440 22.301165 0.83 0.65 -0.09
H -4.038480 12.573442 21.760219 0.05 -0.30 0.12
C 2.956871 12.431932 22.554120 -0.32 -0.90 -0.84
Cl 2.471181 13.647790 21.414094 -0.30 0.48 -0.81
Cl 1.534677 11.510126 23.077438 0.19 -0.20 -0.02
Cl 3.758771 13.180769 23.847925 0.79 0.63 1.49
H 3.663461 11.755492 22.073243 -0.34 0.00 0.02
C 1.418811 17.825146 26.856116 -0.63 0.83 -0.36
Cl 1.947904 18.808424 25.444183 -0.03 -0.91 0.68
Cl 1.825145 18.631936 28.319869 0.28 1.26 1.31
Cl 2.142305 16.262073 27.000029 0.17 -1.07 -0.80
H 0.329639 17.782598 26.856994 0.27 -0.37 -0.63

[2]
67
Properties=species:S:1:pos:R:3:forces:R:3 method="wB97M-V/def2-TZVPD" homo_lumo_gap_ev=8.51 charge=0 relative_energy_kcal_mol=0.0 spin_multiplicity=1 homo_energy_ev=-8.00
O 0.893257 0.853562 -0.857026 0.94 -0.04 -1.51
H 0.385746 0.251142 -0.242661 0.02 -1.30 0.55
H 1.244988 1.629661 -0.304383 -0.23 -0.16 0.09
H 0.343589 1.211488 -1.590934 -0.13 0.20 0.47
F 0.011174 -0.961907 0.954446 -0.07 1.56 -0.71
C -1.425573 -6.991198 2.061204 -0.08 -0.55 0.77
O -0.857959 -6.267772 1.003618 -0.71 0.16 0.51
C -0.082383 -7.104952 0.205990 0.36 0.57 -1.59
C 0.352945 -6.284114 -1.012644 0.85 0.07 1.09
N 1.357470 -5.301729 -0.581215 -0.03 0.42 -0.47
C 2.016310 -4.689348 -1.731127 -0.52 -1.16 -0.29
C 2.911370 -3.513156 -1.434880 -0.93 0.06 0.65
O 2.276327 -2.640431 -0.509595 1.21 0.95 -0.13
C 3.112418 -1.495528 -0.371085 -0.25 1.01 0.10
H -1.909456 -7.900636 1.686862 0.39 -0.30 0.07
H -2.226046 -6.528517 2.643014 0.13 0.97 -0.63
H -0.654100 -7.188199 2.814541 0.03 -0.54 -0.10
H -0.657982 -7.963194 -0.160742 -0.05 -0.14 0.24
H 0.845386 -7.456441 0.675293 -0.20 -0.17 0.47
H -0.520710 -5.762006 -1.401640 0.07 0.04 -0.17
H 0.783440 -6.950584 -1.771279 -0.23 -0.20 -0.17
H 2.075251 -5.720750 -0.002128 -0.23 -0.21 0.17
H 1.228096 -4.507334 -2.466135 0.01 0.68 0.13
H 2.628432 -5.452789 -2.240126 0.28 0.07 -0.16
H 3.082260 -2.968452 -2.368791 0.41 -0.12 -0.06
H 3.843984 -3.876498 -0.988554 0.23 0.10 -0.21
H 2.672584 -0.672414 0.191345 -0.87 -0.59 0.24
H 3.321525 -1.007213 -1.329202 0.09 -0.37 -0.34
H 4.070997 -1.609345 0.146118 0.13 -0.92 -0.14
C 2.014765 1.958409 2.121606 1.60 1.37 1.03
O 1.782289 2.457308 0.798693 0.05 0.05 0.13
C 1.799656 3.877655 0.748201 -0.50 1.34 -0.25
C 0.932417 4.500189 -0.371866 -0.38 -1.02 -0.01
N 1.248207 3.893176 -1.675939 -1.24 0.03 2.32
C 0.318685 4.368216 -2.690068 1.59 -0.61 -1.55
C -1.093135 3.804702 -2.617778 1.27 -0.41 0.36
O -0.938374 2.398949 -2.561478 -0.09 -0.77 0.92
C -2.183939 1.738358 -2.400220 -1.08 0.46 -1.36
H 2.278208 0.913986 2.260475 -0.91 -0.31 -0.93
H 1.283959 2.326628 2.842248 -0.50 -0.51 -0.29
H 2.930552 2.443185 2.486587 0.15 0.15 -0.17
H 2.792458 4.313611 0.591782 0.43 -0.66 0.20
H 1.451147 4.257132 1.711516 -0.04 0.10 -0.01
H 1.051278 5.588988 -0.440286 0.42 0.09 0.51
H -0.130215 4.371933 -0.147673 0.06 -0.36 0.01
H 2.254755 3.960064 -1.731281 -0.12 0.25 -1.39
H 0.711618 3.940259 -3.618642 0.00 0.30 -0.17
H 0.311566 5.454957 -2.830595 -0.17 0.13 0.25
H -1.575567 4.042533 -3.568304 -0.40 0.41 0.24
H -1.603836 4.182637 -1.729285 -0.46 -0.08 -0.17
H -2.142636 0.687941 -2.125249 0.70 0.14 0.31
H -2.674804 1.768593 -3.381175 -0.15 -0.12 -0.08
H -2.870077 2.274312 -1.742898 0.30 -0.03 0.43
C -3.325793 1.805211 1.068195 0.19 -0.38 0.11
C -4.198720 2.463250 1.918409 -0.36 0.52 -0.63
C -3.729564 3.421088 2.795328 1.28 0.45 1.14
C -2.360655 3.683269 2.869313 1.04 -0.79 -1.07
C -1.463472 2.955318 2.052180 -1.17 -0.10 0.34
C -1.952193 1.979116 1.177995 0.50 0.21 0.40
O -1.081318 1.215247 0.447106 -1.52 2.28 -0.27
O -4.622164 4.033318 3.626552 -1.19 -0.06 -0.32
H -3.650376 1.068091 0.345286 -0.27 -0.02 0.11
H -5.273166 2.361707 1.839590 0.00 -0.30 0.03
H -1.866784 4.397270 3.514688 -0.59 0.21 0.33
H -0.395812 3.083568 2.167365 -0.17 0.08 -0.10
H -0.873268 0.360102 0.853305 0.44 -2.00 0.93
H -4.279028 4.518376 4.378036 0.66 -0.10 -0.21

[3]
50
Properties=species:S:1:pos:R:3:forces:R:3 method="wB97M-V/def2-TZVPD" homo_lumo_gap_ev=8.61 charge=0 relative_energy_kcal_mol=52.1 spin_multiplicity=1 smiles="CCN(CC)S(=O)(=O)c1cc(-c2nn(C)c(=O)c3ccccc23)ccc1C" homo_energy_ev=-8.47
C -0.216087 -2.331815 -5.260035 0.07 0.28 0.20
H -1.300895 -2.274971 -5.214040 -0.13 -0.06 -0.04
H 0.077536 -2.444467 -6.300044 -0.02 -0.03 -0.11
H 0.112820 -3.208198 -4.708301 0.02 -0.11 0.04
C 0.427035 -1.072733 -4.689159 0.31 -0.12 -0.45
N 0.193096 -0.938328 -3.264193 0.86 0.39 0.70
S 1.410888 -0.164396 -2.402701 -0.24 -0.24 -0.08
O 1.186324 1.253766 -2.313950 -0.14 -0.07 0.20
O 2.663606 -0.594812 -2.954127 0.03 -0.14 -0.04
C 1.180566 -0.859870 -0.764663 0.03 0.27 -0.45
C 0.872702 0.026709 0.247241 -0.01 0.09 0.19
C 0.662737 -0.433983 1.543577 0.13 -0.32 -0.32
C 0.820042 -1.795657 1.794592 -0.08 0.19 -0.07
C 1.142448 -2.669025 0.773924 0.04 0.08 -0.15
C 1.317100 -2.223363 -0.534247 0.04 -0.13 0.04
C 1.630681 -3.166428 -1.645790 0.06 -0.26 -0.02
H 2.393317 -2.736690 -2.290161 0.04 -0.18 -0.05
H 1.969577 -4.123563 -1.257163 0.02 -0.05 0.02
H 0.740430 -3.326824 -2.252755 -0.01 -0.08 -0.06
H 1.258330 -3.721049 0.990000 0.01 -0.10 -0.01
H 0.683206 -2.157871 2.801693 -0.02 -0.04 0.10
C 0.322941 0.488485 2.636140 0.20 0.11 0.58
N 0.964077 0.305247 3.746927 0.16 -0.56 -0.98
N 0.774832 1.104285 4.786041 -0.31 0.44 0.22
C -0.059992 2.205296 4.815320 0.12 -0.15 0.00
O -0.123603 2.905220 5.809690 -0.07 0.12 0.08
C -0.832413 2.402826 3.587410 -0.08 -0.09 -0.41
C -1.760570 3.443760 3.524609 0.05 -0.02 0.06
C -2.530631 3.613420 2.397415 0.03 0.02 0.09
C -2.400995 2.727957 1.328537 0.02 -0.06 -0.05
C -1.488349 1.699063 1.373028 0.01 -0.01 -0.02
C -0.663940 1.533314 2.493789 -0.19 0.39 0.43
H -1.413899 1.008093 0.547836 -0.01 -0.01 -0.07
H -3.026591 2.849096 0.456485 -0.04 -0.01 -0.07
H -3.245946 4.420044 2.343493 -0.05 0.07 0.01
H -1.853125 4.092885 4.381949 -0.01 0.06 0.06
C 1.558464 0.800268 5.962586 0.12 0.07 0.36
H 2.101153 1.691600 6.277824 -0.01 -0.07 0.03
H 2.247560 -0.000372 5.709337 -0.07 0.05 -0.03
H 0.901989 0.493330 6.778100 0.06 0.02 0.02
H 0.828154 1.076565 0.002282 -0.08 0.12 0.06
C -1.139842 -0.593327 -2.815738 -0.46 0.25 0.21
C -1.667465 0.754095 -3.305658 0.12 -0.18 0.02
H -1.837782 0.740581 -4.379139 -0.07 0.05 -0.11
H -2.610574 0.976119 -2.812266 -0.12 0.03 0.00
H -0.947385 1.532897 -3.069812 -0.08 0.10 -0.03
H -1.090701 -0.589792 -1.723303 -0.27 -0.09 -0.04
H -1.817310 -1.398165 -3.117681 0.09 0.01 0.12
H 1.511247 -1.129378 -4.797546 -0.12 0.02 -0.22
H 0.075238 -0.189844 -5.237351 0.08 -0.04 0.04